Entry 1
2 unconnected molecules or ions with the total composition C4H12. Source: the OMol25 dataset; level of theory: ωB97M-V/def2-TZVPD.

```
16
Properties=species:S:1:pos:R:3:lowdin_charge:R:1
C 2.3509 -0.9012 -0.4729 -0.16
C 0.9244 -0.9210 -1.0039 -0.17
H 2.9592 -0.5698 -1.3210 0.06
H 2.4640 -0.1623 0.3214 0.06
H 2.7553 -1.8507 -0.1423 0.06
H 0.7015 -0.2856 -1.8497 0.06
H 0.6915 -1.9490 -1.3149 0.07
H 0.1562 -0.6947 -0.2658 0.01
C -1.9151 0.2092 0.6147 -0.18
C -1.3542 1.6134 0.8879 -0.16
H -2.8753 0.1610 1.1299 0.06
H -2.0042 0.0077 -0.4497 0.06
H -1.2866 -0.5671 1.0459 0.05
H -0.4818 1.8349 0.2702 0.05
H -0.9493 1.7424 1.8932 0.06
H -2.1366 2.3330 0.6570 0.06
```

Values from the calculation:
**Orbital gap**: 12.68 eV
**Structure (SMILES)**: CC.CC
**LUMO**: 0.0425 Ha


Entry 2
2 unconnected molecules or ions with the total composition C4H12. Source: the OMol25 dataset; level of theory: ωB97M-V/def2-TZVPD.

```
16
Properties=species:S:1:pos:R:3:lowdin_charge:R:1
C -0.7217 -1.6916 0.4972 -0.19
C -0.0604 -3.0417 0.7183 -0.17
H -0.5941 -1.3366 -0.5320 0.06
H -1.7837 -1.6150 0.7191 0.06
H -0.2503 -0.8561 1.0279 0.05
H 0.3213 -3.1423 1.7326 0.06
H -0.7414 -3.8384 0.4414 0.06
H 0.8386 -3.0590 0.1004 0.06
C 0.2880 2.2584 0.1721 -0.15
C 0.4935 2.4470 -1.3710 -0.16
H 1.0013 1.5079 0.4844 0.05
H 0.5236 3.1752 0.7198 0.05
H -0.7890 2.1770 0.2800 0.06
H 0.8469 3.4324 -1.6841 0.05
H -0.4488 2.3394 -1.8912 0.05
H 1.2361 1.7400 -1.7305 0.05
```

Values from the calculation:
**Orbital gap**: 12.70 eV
**Structure (SMILES)**: CC.CC
**LUMO**: 0.0422 Ha


Entry 3
2 unconnected molecules or ions with the total composition C4H12. Source: the OMol25 dataset; level of theory: ωB97M-V/def2-TZVPD.

```
16
Properties=species:S:1:pos:R:3:lowdin_charge:R:1
C 0.1074 2.4264 -1.6412 -0.19
C 0.5491 1.4239 -0.5901 -0.17
H -0.7363 3.0749 -1.3739 0.06
H 0.8146 3.1517 -2.0468 0.06
H -0.3041 1.9330 -2.5326 0.06
H -0.3298 1.1676 -0.0076 0.05
H 1.4604 1.7610 -0.1039 0.07
H 0.8300 0.4813 -1.0728 0.06
C -0.1831 -2.5320 0.7011 -0.16
C -0.4597 -1.3366 1.6595 -0.16
H -0.6040 -3.4144 1.1901 0.06
H -0.6126 -2.4215 -0.2855 0.05
H 0.8867 -2.6353 0.5494 0.05
H -1.5052 -1.0949 1.4971 0.06
H -0.1772 -1.4118 2.7077 0.06
H 0.2640 -0.5734 1.3495 0.03
```

Values from the calculation:
**Orbital gap**: 12.40 eV
**Structure (SMILES)**: CC.CC
**LUMO**: 0.0410 Ha


Entry 4
2 unconnected molecules or ions with the total composition C4H12. Source: the OMol25 dataset; level of theory: ωB97M-V/def2-TZVPD.

```
16
Properties=species:S:1:pos:R:3:lowdin_charge:R:1
C 0.0446 0.8972 1.5249 -0.18
C 0.4085 1.7255 2.7588 -0.17
H -1.0239 0.9367 1.3654 0.06
H 0.5157 1.2949 0.6565 0.04
H 0.4502 -0.1116 1.6024 0.06
H -0.1256 2.6723 2.6990 0.06
H 1.4609 1.9706 2.8405 0.06
H 0.0907 1.2391 3.6814 0.06
C -0.6421 -1.9378 -2.2357 -0.17
C 0.1998 -0.6697 -2.0822 -0.18
H -1.4432 -1.7199 -2.9471 0.06
H -0.1179 -2.8364 -2.5462 0.06
H -1.1628 -2.1216 -1.2928 0.06
H 0.9703 -0.8129 -1.3205 0.06
H -0.4392 0.1055 -1.6542 0.06
H 0.6437 -0.3357 -3.0150 0.06
```

Values from the calculation:
**Orbital gap**: 12.95 eV
**Structure (SMILES)**: CC.CC
**LUMO**: 0.0420 Ha


Most stable structure: entry 4


Entry 1
2 unconnected molecules or ions with the total composition C4H12. Source: the OMol25 dataset; level of theory: ωB97M-V/def2-TZVPD.

```
16
Properties=species:S:1:pos:R:3:lowdin_charge:R:1
C -0.3491 -0.6588 -1.5645 -0.17
C -1.4311 -1.7114 -1.6152 -0.17
H 0.5155 -0.8715 -2.1970 0.07
H -0.7007 0.3319 -1.8501 0.07
H 0.1037 -0.4685 -0.5900 0.02
H -2.0121 -1.8816 -0.7076 0.06
H -1.0851 -2.7075 -1.8742 0.06
H -2.1498 -1.4325 -2.3900 0.06
C 0.3584 1.7198 1.5524 -0.17
C 1.4696 0.6563 1.5716 -0.16
H 0.1843 1.9971 2.5927 0.06
H 0.5206 2.5905 0.9506 0.05
H -0.6032 1.2593 1.3035 0.06
H 2.4258 1.1726 1.6272 0.06
H 1.3613 0.0353 2.4537 0.06
H 1.3919 -0.0309 0.7370 0.03
```

Values from the calculation:
**Orbital gap**: 12.68 eV
**Structure (SMILES)**: CC.CC
**LUMO**: 0.0427 Ha


Entry 2
2 unconnected molecules or ions with the total composition C4H12. Source: the OMol25 dataset; level of theory: ωB97M-V/def2-TZVPD.

```
16
Properties=species:S:1:pos:R:3:lowdin_charge:R:1
C -1.9200 -0.5257 0.0471 -0.19
C -2.0843 -1.9815 0.4781 -0.16
H -1.8672 -0.4822 -1.0477 0.06
H -2.7032 0.1788 0.2833 0.05
H -1.0283 0.0432 0.3933 0.03
H -2.2137 -1.9484 1.5745 0.07
H -2.8129 -2.5138 -0.1338 0.06
H -1.1564 -2.5656 0.3000 0.07
C 2.5762 1.7454 -0.2312 -0.18
C 1.4241 0.7468 -0.3002 -0.20
H 2.7736 1.9891 -1.2707 0.05
H 2.4787 2.7356 0.2375 0.05
H 3.3911 1.3759 0.5033 0.10
H 1.1931 0.4112 0.7163 0.05
H 1.7305 -0.1660 -0.7979 0.06
H 0.3964 1.0180 -0.6165 0.05
```

Values from the calculation:
**Orbital gap**: 12.35 eV
**Structure (SMILES)**: CC.CC
**LUMO**: 0.0412 Ha


Entry 3
2 unconnected molecules or ions with the total composition C4H12. Source: the OMol25 dataset; level of theory: ωB97M-V/def2-TZVPD.

```
16
Properties=species:S:1:pos:R:3:lowdin_charge:R:1
C 1.4630 0.1708 2.1551 -0.17
C 2.1753 0.3590 0.7653 -0.17
H 0.4211 0.5353 2.0714 0.05
H 1.4167 -0.7188 2.6615 0.01
H 1.9973 1.0063 2.8613 0.11
H 1.9824 -0.6991 0.2329 0.10
H 3.2457 0.4337 0.7885 0.03
H 1.7864 1.2509 0.2975 0.05
C -1.5060 -1.0320 -1.7532 -0.12
C -2.0779 0.4758 -1.2584 -0.12
H -2.1731 -1.3940 -2.6015 0.06
H -0.5112 -1.0865 -1.9836 -0.01
H -1.8692 -1.7171 -0.8151 0.10
H -1.3299 1.1665 -1.5853 0.03
H -2.0268 0.5694 -0.1723 0.05
H -2.9938 0.6798 -1.6640 0.01
```

Values from the calculation:
**Orbital gap**: 12.13 eV
**Structure (SMILES)**: CC.CC
**LUMO**: 0.0397 Ha


Entry 4
2 unconnected molecules or ions with the total composition C4H12. Source: the OMol25 dataset; level of theory: ωB97M-V/def2-TZVPD.

```
16
Properties=species:S:1:pos:R:3:lowdin_charge:R:1
C 0.1939 2.5695 0.7470 -0.18
C 0.5359 2.3018 -0.7268 -0.16
H -0.0806 3.5597 1.1085 0.06
H -0.7106 1.9721 0.9936 0.06
H 0.9289 2.1042 1.3944 0.05
H 1.3501 1.5757 -0.7127 0.06
H 0.7668 3.2038 -1.2769 0.05
H -0.3266 1.8583 -1.2243 0.06
C 0.0130 -1.7180 -0.4062 -0.15
C -0.6862 -2.9270 0.2349 -0.19
H -0.5801 -1.4215 -1.2624 0.06
H 0.2765 -1.0105 0.3729 0.06
H 0.9590 -2.1275 -0.7507 0.06
H -1.4775 -3.3812 -0.3610 0.06
H -0.1025 -3.7724 0.6149 0.06
H -1.0600 -2.7871 1.2550 0.05
```

Values from the calculation:
**Orbital gap**: 12.28 eV
**Structure (SMILES)**: CC.CC
**LUMO**: 0.0414 Ha


Most stable structure: entry 1


Entry 1
2 unconnected molecules or ions with the total composition CH5INP. Source: the OMol25 dataset; level of theory: ωB97M-V/def2-TZVPD.

```
9
Properties=species:S:1:pos:R:3:lowdin_charge:R:1
C -1.2309 -0.5930 0.2111 -0.26
N -0.1719 -1.5194 0.3063 -0.51
P 1.1658 -1.8069 -0.4508 0.72
I -5.4632 -0.0458 0.0677 0.41
H -2.1432 -1.1351 0.5002 0.06
H -0.9331 0.1058 0.9408 0.06
H -1.2778 -0.0648 -0.6702 0.03
H -4.4832 1.1390 0.3418 -0.39
H 1.1796 -3.0993 0.2744 -0.14
```

Values from the calculation:
**Orbital gap**: 8.43 eV
**Structure (SMILES)**: [H]/P=N/C.I
**LUMO**: -0.0008 Ha


Entry 2
2 unconnected molecules or ions with the total composition CH5INP. Source: the OMol25 dataset; level of theory: ωB97M-V/def2-TZVPD.

```
9
Properties=species:S:1:pos:R:3:lowdin_charge:R:1
C 1.5683 1.1083 -0.0013 -0.32
N 0.7456 0.0058 0.4441 -0.51
P -0.8210 0.0235 0.6242 0.77
I -3.6724 -2.3788 -1.2413 0.49
H 0.9703 1.9715 -0.5378 0.07
H 2.2513 1.5818 0.8866 0.11
H 2.3807 0.6316 -0.7787 0.10
H -2.6414 -1.6314 -0.4301 -0.55
H -0.7814 -1.3123 1.0343 -0.15
```

Values from the calculation:
**Orbital gap**: 8.54 eV
**Structure (SMILES)**: [H]/P=N/C.I
**LUMO**: -0.0218 Ha


Most stable structure: entry 1


Entry 1
2 unconnected molecules or ions with the total composition H3O2PS. Source: the OMol25 dataset; level of theory: ωB97M-V/def2-TZVPD.

```
7
Properties=species:S:1:pos:R:3:lowdin_charge:R:1
O 0.8610 -0.8994 0.8775 -0.38
O 2.0942 1.3175 0.0047 -0.36
P 1.3163 0.0613 -0.1584 0.63
S -2.1455 0.2955 -0.0240 0.48
H -1.5873 0.3195 1.0843 -0.31
H 1.0019 -0.0573 -1.5732 0.06
H -1.5407 -1.0369 -0.2108 -0.10
```

Values from the calculation:
**Orbital gap**: 9.89 eV
**Structure (SMILES)**: O=[PH]=O.S
**LUMO**: -0.0127 Ha


Entry 2
2 unconnected molecules or ions with the total composition H3O2PS. Source: the OMol25 dataset; level of theory: ωB97M-V/def2-TZVPD.

```
7
Properties=species:S:1:pos:R:3:lowdin_charge:R:1
O -1.2795 1.0663 0.9176 -0.38
O 0.0424 -1.5082 0.1202 -0.28
P 0.5529 -0.0961 -0.4961 0.45
S 2.4908 0.3279 -0.3756 0.22
H -0.5848 1.6093 1.3431 -0.07
H -0.8743 -1.6633 0.0839 0.04
H -0.3476 0.2642 -1.5932 0.02
```

Values from the calculation:
**Orbital gap (alpha / beta)**: 8.04 / 7.94 eV
**LUMO (alpha / beta)**: -0.0596 / -0.0593 Ha


Most stable structure: entry 1


Entry 1
2 unconnected molecules or ions with the total composition C5H14N4O. Source: the OMol25 dataset; level of theory: ωB97M-V/def2-TZVPD.

```
24
Properties=species:S:1:pos:R:3:lowdin_charge:R:1
C -1.4371 -0.3345 0.1902 -0.41
C -2.3469 -1.2643 0.9975 -0.04
C -2.2511 0.2965 -0.9351 -0.50
N -2.3933 1.6424 -0.8276 0.14
O -0.8882 0.6290 1.0610 -0.09
N -2.6877 -0.4623 -1.8487 0.11
H 0.0005 0.9052 0.7350 0.02
H -0.6499 -0.9350 -0.2871 0.13
H -2.0931 2.0597 0.0408 0.09
H -3.0537 2.1361 -1.4027 0.10
H -3.2336 0.0198 -2.5613 0.04
H -2.8138 -1.9801 0.3285 0.07
H -3.1168 -0.6783 1.4934 0.08
H -1.7691 -1.7861 1.7566 0.07
C 3.9126 0.1529 -0.2535 -0.02
C 2.4730 0.1242 0.1941 -0.53
N 2.0098 -1.1040 0.5305 0.13
N 1.6768 1.1148 0.2445 0.11
H 1.1150 -1.1496 0.9903 0.09
H 2.6644 -1.8468 0.7113 0.10
H 2.0651 1.9951 -0.0722 0.07
H 4.5648 -0.0973 0.5832 0.08
H 4.1831 1.1393 -0.6234 0.08
H 4.0694 -0.5764 -1.0452 0.08
```

Values from the calculation:
**Orbital gap**: 9.44 eV
**Structure (SMILES)**: [H]/N=C(\N)[C@H](C)O.[H]/N=C(\C)N
**LUMO**: 0.0267 Ha


Entry 2
2 unconnected molecules or ions with the total composition C5H14N4O. Source: the OMol25 dataset; level of theory: ωB97M-V/def2-TZVPD.

```
24
Properties=species:S:1:pos:R:3:lowdin_charge:R:1
C -1.6551 -0.8120 -0.5676 -0.05
C -1.6704 -1.1071 1.8767 -0.06
N -1.3545 -0.2738 0.7413 -0.15
C 2.9509 0.0399 -0.4758 -0.08
N 2.5470 -0.2496 -1.6391 -0.07
H -2.7023 -1.1148 -0.6128 0.09
H -1.4708 -0.0401 -1.3109 0.08
H -2.2556 -0.5614 2.6190 0.09
H -0.7652 -1.4880 2.3584 0.09
H -2.2574 -1.9564 1.5348 0.09
H -1.0180 -1.6707 -0.7897 0.09
H 2.3513 0.5815 0.2551 0.05
H 3.9401 -0.2767 -0.1974 0.04
C -0.4248 1.3854 2.2563 0.00
N 1.2943 0.0150 -2.0181 -0.18
C -0.7110 0.9083 0.8510 -0.52
N 1.0220 0.0109 -3.3926 0.00
O -0.3780 1.5598 -0.1270 0.00
H 0.7546 0.7154 -1.5024 0.08
H 1.2745 -0.9021 -3.7645 0.07
H 1.5836 0.7080 -3.8886 0.07
H -1.3499 1.5261 2.8109 0.08
H 0.1958 0.6670 2.7877 0.08
H 0.0990 2.3356 2.1954 0.09
```

Values from the calculation:
**Orbital gap**: 8.98 eV
**Structure (SMILES)**: CC(=O)N(C)C.C=NNN
**LUMO**: 0.0276 Ha


Most stable structure: entry 1


Entry 1
C2H2N2O2S in the gas phase. Source: the OMol25 dataset; level of theory: ωB97M-V/def2-TZVPD.

```
9
Properties=species:S:1:pos:R:3:lowdin_charge:R:1
C 0.1988 0.9186 -0.0202 -0.45
C 1.1740 -0.1837 0.0284 -0.72
H -1.7326 0.8213 -0.5463 0.15
H -1.2546 -1.4937 0.7650 0.12
N -1.0694 0.3251 0.0174 0.10
N -0.9258 -1.0912 -0.0763 0.00
O 0.3714 2.1493 -0.0191 0.07
O 0.4374 -1.3509 -0.1207 -0.06
S 2.8008 -0.0948 -0.0282 0.80
```

Values from the calculation:
**Orbital gap**: 8.29 eV
**Structure (SMILES)**: O=c1[nH][nH]oc1=S
**LUMO**: -0.0459 Ha


Entry 2
C2H2N2O2S in the gas phase. Source: the OMol25 dataset; level of theory: ωB97M-V/def2-TZVPD.

```
9
Properties=species:S:1:pos:R:3:lowdin_charge:R:1
C 0.2077 0.1735 -0.2076 -0.17
C 1.5450 0.1973 -0.0541 -0.58
N -1.0328 0.2405 -0.3039 0.18
N -2.5554 0.1285 -0.0760 -0.41
O -3.0641 1.1868 -0.1069 0.14
O -2.9181 -0.9778 0.0258 0.15
S 2.4182 -1.3101 -0.1145 0.69
H 1.8309 1.1984 0.2246 0.07
H 3.5688 -0.8371 0.6125 -0.07
```

Values from the calculation:
**Orbital gap**: 7.79 eV
**Structure (SMILES)**: O=[N+]([O-])N=C=CS
**LUMO**: -0.0085 Ha


Most stable structure: entry 1